This record from OMol25 describes 24 unconnected molecules or ions with the total composition C48H144O24 in a non-equilibrium geometry. The level of theory is ωB97M-V/def2-TZVPD.

```
216
Properties=species:S:1:pos:R:3:forces:R:3:lowdin_charge:R:1
O 0.48416 -3.79225 -0.85311 0.0 0.4 0.5 -0.11
C -0.31513 4.30010 -3.94227 2.0 0.8 0.6 -0.23
H -3.68360 1.00923 -5.39677 -0.2 0.1 0.4 0.11
H -8.76089 -1.38465 0.82615 -0.3 -0.6 0.3 0.06
H -0.88124 3.86039 -4.72707 0.3 -0.4 -1.4 0.08
H -2.77668 -4.56838 0.81765 0.2 0.0 -0.1 0.10
H -3.44136 5.09365 4.27657 -0.3 0.1 -0.1 0.08
O -1.90410 -4.18292 0.66441 0.3 0.3 0.5 -0.12
H 4.03198 0.46771 1.12779 -0.4 1.4 -1.1 0.08
H -0.94993 -2.88041 -3.74250 -0.4 0.0 0.4 0.06
C -4.52453 -0.73323 -2.18965 -0.6 -0.1 -1.0 -0.08
C 6.02363 -1.22365 2.71635 1.1 -0.4 -1.3 -0.33
H -6.09145 -3.89714 4.99104 -0.4 -0.4 0.5 0.07
H 4.91452 0.99520 -2.61590 -0.1 -0.2 0.1 0.06
H -2.84107 -1.35065 -0.98056 -0.1 -0.2 0.0 0.10
O -2.92524 3.01137 -0.62574 0.7 0.3 0.3 -0.13
H -0.59701 -2.97560 1.74639 -0.1 -0.3 -0.3 0.08
H 2.25437 1.89214 2.35402 -0.2 -0.3 0.5 0.04
H -0.38126 5.33831 7.22523 0.1 0.4 0.1 0.07
C -0.55045 -5.29451 -6.01532 -0.1 1.3 1.9 -0.08
H 0.63187 1.53405 -0.16262 0.8 0.4 -0.3 0.06
H -2.92172 -0.94061 -6.55423 0.2 0.2 0.1 0.08
H 4.87165 2.38808 -5.10688 -1.3 -0.2 0.6 0.08
H -2.32628 -5.05888 3.14966 -0.5 0.0 0.2 0.06
H -1.49194 4.67606 8.43688 -0.3 0.6 0.1 0.08
O 2.10968 -1.88320 7.17895 -1.1 -0.5 -0.4 -0.09
H -0.20532 -10.12536 -5.67617 -0.5 -0.4 -0.1 0.06
H -2.89589 3.34620 -2.68318 0.0 -0.5 -0.4 0.09
C -3.37615 3.70854 -1.78703 -0.9 0.2 1.0 -0.30
H 4.34708 -3.92954 1.30660 0.2 0.2 -0.3 0.07
H -1.30387 -2.08314 5.79610 -0.2 0.1 -0.3 0.11
H 1.95304 3.46777 4.23200 -0.5 0.4 0.2 0.10
H -1.65629 -0.08956 -7.44834 -0.3 0.5 0.5 0.08
H -1.24879 -3.90278 3.99808 0.1 -0.8 -0.7 0.08
C 0.57426 -9.30570 -3.82398 0.9 1.3 -1.8 -0.32
H -2.68422 0.13086 -1.87350 1.0 0.5 -0.5 0.10
H -9.32342 0.20938 0.30779 0.1 -0.1 0.3 0.07
O -0.59098 -8.52474 -3.78998 -0.3 1.4 0.3 -0.09
C 4.10578 -1.12224 8.00831 -0.3 0.1 -1.6 -0.07
H -3.46859 1.23986 -0.30342 -0.2 -0.7 0.4 0.06
H 5.15609 -0.93632 7.78187 0.1 0.0 0.4 0.07
C -4.91823 3.59966 -1.86966 -0.4 0.9 0.3 -0.07
H 0.64989 -0.18962 4.79279 -1.2 -1.1 1.1 0.10
H -5.43105 3.94404 -0.89237 1.0 -0.6 -1.5 0.10
C 0.24753 -3.76189 -2.27295 0.3 0.0 1.5 -0.28
H -0.25175 6.35340 -4.85585 0.9 -0.9 1.2 0.10
H -5.27150 2.58507 -2.13170 0.3 0.4 0.3 0.05
H -5.96203 3.02119 4.02423 -0.3 0.2 -0.5 0.09
H -6.15057 -2.06444 2.16621 0.2 0.4 0.2 0.03
H -1.12139 -3.80459 -7.44364 0.4 0.3 0.5 0.12
H 1.34319 5.57661 -4.52888 1.0 -0.2 -0.6 0.05
C -8.53635 -0.33866 0.84748 0.8 1.3 0.4 -0.07
O -0.99668 3.71983 5.31650 1.2 -0.4 -0.5 -0.10
H 5.54710 -3.72915 -3.25779 0.3 0.2 0.1 0.06
H -2.04231 0.81091 5.10763 0.3 1.6 0.6 0.04
C 3.70282 -2.61412 -3.77718 2.0 1.5 0.3 -0.31
H -6.19578 4.77751 4.15428 0.3 -0.4 -0.4 0.09
O -3.66853 0.28800 -0.09874 -0.2 0.5 -0.7 -0.11
C 0.19049 0.87090 0.55050 -0.3 -0.8 0.8 -0.05
O 0.72212 3.41838 -3.40143 -1.5 -1.0 0.2 -0.14
H -1.75021 3.86659 4.74258 -0.6 -0.1 -0.1 0.04
H 0.32167 1.27443 1.57746 -0.1 -0.1 -0.6 0.08
H -4.38592 5.06833 2.29311 -0.6 -0.3 0.7 0.13
H -1.95859 -0.32728 3.86489 -0.1 -0.4 -0.3 0.08
H 3.47274 3.68331 0.25034 0.0 -0.2 0.1 0.05
H 0.38318 5.98944 3.00513 0.4 0.5 0.8 0.06
H -4.45316 -3.95769 4.57405 0.9 -0.3 -0.1 0.05
H -3.39489 0.32478 -7.61182 0.4 0.1 0.0 0.08
C 2.65190 5.09938 -1.10734 1.6 -0.9 -0.7 -0.32
H 1.34094 -4.37472 -7.46362 -0.2 -0.3 -0.1 0.09
H 3.77067 -0.25600 -0.83410 0.3 -0.6 -0.2 0.09
H 1.02902 -8.92250 -5.93906 -0.1 0.0 0.3 0.07
H 3.98543 -4.41355 -2.80533 -0.2 -1.0 0.4 0.06
H 1.97670 -4.26037 3.16355 -0.4 0.3 0.2 0.09
H -0.52510 -3.11892 -5.86482 -0.6 -0.1 -0.2 0.09
O 3.70052 1.23950 0.55566 0.8 -1.3 1.1 -0.14
C -1.55475 -3.48453 1.89472 -0.6 0.4 -0.4 -0.27
H 3.57867 -4.94763 3.35022 -0.1 -0.1 -0.3 0.11
H 4.44173 5.16607 0.32371 -0.9 0.0 -0.6 0.09
H 5.87421 0.61116 3.80732 0.0 -0.4 0.1 0.08
H 6.75746 -0.78663 1.99274 -0.2 -0.6 0.8 0.13
H 2.84412 -2.93611 -4.29758 -1.7 -0.1 -0.2 0.07
H 1.12047 -3.20078 -2.62937 0.0 -0.7 -0.4 0.10
H -0.27210 -5.97551 -6.76159 0.0 -1.4 -1.1 0.04
H -0.86252 0.85553 0.30892 -0.5 -0.1 0.1 0.06
C 0.72209 -9.75392 -5.29249 1.7 -0.1 0.7 -0.09
H -1.05054 -0.66105 6.70539 0.3 0.4 1.0 0.10
C 5.69308 4.39778 -5.21618 -0.3 0.2 -0.7 -0.08
C 3.70310 0.81179 -0.79675 -0.9 1.0 -0.7 -0.30
H 2.68118 -4.45772 0.88152 0.6 0.7 0.4 0.09
H 3.61124 -0.22222 8.37285 0.2 0.0 0.2 0.07
H 0.21830 -5.40596 -5.20877 -0.9 -0.1 -0.3 0.08
H -1.60373 -5.49056 -5.62372 1.5 0.2 -0.5 0.11
H -5.36214 -0.52469 0.43695 0.1 0.0 0.4 0.07
H 7.05816 2.17960 -4.34014 -0.4 0.1 -1.3 0.09
H 2.76383 5.15266 0.99731 0.7 -0.5 -0.4 0.07
C 3.29752 -3.76280 1.51116 -0.7 -1.7 0.7 -0.06
H 3.76260 2.43544 2.89808 -1.0 -0.5 1.0 0.10
H 4.19915 -1.90620 -4.50773 -0.2 -0.6 0.8 0.13
H 3.39470 -3.05952 4.68174 -0.3 -0.2 0.8 0.04
H 0.29997 2.56626 -3.02377 0.9 1.2 -1.1 0.11
H 4.58426 2.53694 -1.87406 -0.2 0.3 0.2 0.05
H 1.51871 -10.52057 -5.34332 -0.4 0.2 -0.2 0.08
C -2.06373 -0.22251 4.93755 2.1 -1.0 -1.0 -0.05
O 0.89859 -3.63065 -7.05402 1.9 0.5 -0.5 -0.06
O 3.53325 -2.95208 3.75215 -0.2 0.3 -1.0 -0.09
H 1.23096 3.96156 -2.00792 0.5 0.7 1.2 0.06
H -1.92913 -3.39230 -2.28823 0.7 0.2 -0.3 0.09
O 0.95480 -1.01498 -0.83434 -0.2 0.4 0.4 -0.12
C 4.52226 -3.88269 -3.55589 -0.4 0.7 -2.1 -0.08
H 6.24285 -2.27738 2.91899 0.4 0.0 -0.1 0.11
H 0.76866 -1.97070 -0.87665 0.1 0.0 0.5 0.04
H -0.78875 6.57232 1.83064 -0.5 1.0 0.1 0.06
H 3.27049 0.81696 3.37410 -0.5 0.1 0.3 0.06
H -1.27622 -9.02948 -3.37041 -0.5 -0.2 0.3 0.07
O -6.22602 -0.78111 0.81453 2.1 -0.8 0.9 -0.09
O -0.82825 4.61849 0.25208 -0.9 -0.4 0.9 -0.11
H 1.48798 -8.67471 -3.52743 -1.4 -1.0 -0.1 0.13
H -2.36274 3.04410 6.73385 1.0 0.7 0.0 0.13
C -5.48775 -2.15365 4.07599 0.6 -1.6 -0.8 -0.30
C 1.09576 0.00500 -3.97583 -0.8 0.9 0.4 -0.30
O 4.81439 -1.19769 1.98832 -0.9 0.7 0.7 -0.12
H 4.15946 -1.48344 2.65217 -0.1 -0.2 -0.4 0.05
C 3.37166 -1.52616 6.70191 0.5 -0.1 1.9 -0.35
C 2.14990 2.43558 4.47657 1.0 -1.1 -0.2 -0.27
H -0.06491 1.01155 -5.57249 0.9 -0.3 0.7 0.07
H -2.87553 2.57415 -6.74099 -0.2 0.7 -0.6 0.08
H 4.71514 4.91489 -5.33312 0.5 -0.5 0.0 0.08
H 3.90784 -2.39810 6.29718 0.0 0.2 -0.2 0.09
H 2.40937 6.14681 -1.14414 -0.2 0.6 -0.1 0.10
H -2.97471 -0.58492 5.25383 -2.3 -0.7 0.5 0.04
O 0.28388 -1.05375 5.18804 1.5 0.9 -1.2 -0.12
H -0.67758 2.92606 7.15540 1.1 -0.7 0.4 0.09
C 2.86099 1.83200 3.26709 1.5 1.0 -1.1 -0.09
H 2.71343 1.08128 -1.22076 0.3 -0.2 0.2 0.10
C -1.41452 -4.48334 3.05374 -0.3 1.0 0.1 -0.07
H -5.27167 -1.38618 -1.79839 -0.4 -0.7 0.6 0.06
H -0.84451 -1.92285 -2.23749 -0.3 -1.0 -0.4 0.07
C -0.96061 -2.96800 -2.64096 -0.8 1.0 -0.3 -0.08
H 5.58607 2.75145 -6.63931 -0.5 0.1 -1.2 0.09
C -0.37118 -3.90002 -6.61872 -2.0 -0.3 0.4 -0.38
H 5.70409 1.41924 -1.08885 0.4 0.1 -0.1 0.07
H -2.31018 -2.63407 1.99181 0.8 -1.2 0.5 0.13
H -1.05277 4.41421 -3.21245 -1.1 0.4 1.6 0.06
H -3.05965 4.75087 -1.70716 -0.2 0.2 0.1 0.11
O -3.52057 4.18966 3.96075 -0.2 -0.3 -0.3 -0.11
H 1.41371 1.83487 -5.07076 0.2 -0.4 0.0 0.08
H -0.27953 -4.13921 -0.35430 -0.1 0.1 -0.5 0.06
H -6.58048 4.02972 2.61249 -0.7 -0.4 -0.3 0.07
H -5.06445 0.14795 -2.49052 -0.1 0.8 0.2 0.06
H -5.27247 4.27687 -2.68336 0.2 -0.4 0.5 0.07
H 0.55214 3.89036 1.65833 -0.1 0.2 -0.3 0.10
C 3.40845 4.76124 0.16254 0.0 0.8 1.2 -0.08
H 5.96673 4.43077 -4.19796 0.0 0.2 1.5 0.04
H -0.06289 4.67706 -0.33099 0.7 -0.2 -0.5 0.04
C -0.29170 4.59791 1.57729 1.4 0.8 -0.3 -0.26
H 2.13867 -0.13433 -3.78227 0.8 0.0 0.4 0.09
H -4.22819 3.42509 2.17557 0.1 -1.1 0.1 0.10
H -7.01261 0.90720 0.06650 0.4 1.5 -0.4 0.10
H -2.00844 0.69946 -4.89245 -0.3 0.1 -0.3 0.10
H 3.29311 -0.72002 5.98580 0.2 0.2 -0.4 0.10
H 4.50154 -4.36177 -4.59832 0.2 0.1 1.7 0.10
H 0.21195 -4.80600 -2.55441 0.1 -0.1 -0.9 0.11
H -2.11468 5.62174 6.98894 -0.3 0.0 0.1 0.07
C 5.64016 2.92151 -5.59635 2.3 -0.1 0.1 -0.28
O 0.44533 0.71853 -2.92857 0.2 -0.7 1.7 -0.12
C -1.35463 3.57303 6.66817 -2.9 0.7 -0.2 -0.32
C -1.37558 4.93494 7.38272 0.6 -1.5 -0.1 -0.07
H 2.79560 2.40881 5.38025 -0.3 0.1 -0.4 0.12
H 2.58644 -1.50901 -2.57453 -0.1 0.1 0.2 0.01
O 1.48600 4.30878 -1.07008 -0.8 -0.5 -1.4 -0.14
H 1.74720 -0.48065 1.01210 0.2 -0.5 0.2 0.09
H -2.17935 3.53369 -0.20051 -0.6 -0.6 -0.6 0.07
H -4.24344 -1.15166 -3.16328 0.5 -0.2 0.3 0.08
H 1.44868 -1.74306 6.47755 0.0 0.1 0.0 0.04
H 3.02171 -2.74687 1.31583 -0.2 0.5 -0.4 0.05
H 0.40084 -10.10755 -3.15830 0.6 -1.2 0.7 0.09
H 5.26912 -0.80691 4.73566 0.6 0.2 -0.8 0.07
H -1.00891 4.22939 2.30003 -0.6 0.1 -0.1 0.10
C -2.64957 1.01181 -5.73433 0.5 -0.4 0.7 -0.35
H -7.26832 -0.58815 -0.87262 -0.2 0.4 -0.4 0.11
C -5.91836 3.96155 3.45236 0.4 0.4 1.0 -0.08
H 0.63627 -0.96641 -4.07986 -0.3 -0.5 -0.2 0.10
C 3.03009 -4.06422 2.99850 0.8 -0.1 -0.3 -0.26
H -4.92179 -3.03807 6.04376 0.0 0.1 -0.1 0.08
O 6.86695 2.16243 -5.31379 -0.1 0.8 1.3 -0.12
H 3.29683 4.85856 -2.01222 -0.8 0.2 0.8 0.12
H 0.62696 0.23332 -2.05848 -0.4 0.5 -1.2 0.06
O 0.97389 1.66203 4.73415 0.3 -0.1 -0.1 -0.10
C 0.13089 6.05108 1.96855 -1.7 -2.6 0.4 -0.05
H 0.88665 6.48470 1.38957 1.2 0.4 -0.9 0.04
H 0.07213 -1.22636 1.05658 0.7 0.3 -0.2 0.11
C 4.78108 1.49503 -1.65306 0.0 -0.6 0.4 -0.06
C 0.36465 5.69079 -4.14602 -2.4 0.1 0.0 -0.05
C -5.18112 -3.31846 5.02357 -0.8 0.6 -0.8 -0.07
C -3.36179 -0.44976 -1.29778 0.2 0.1 0.8 -0.28
H -6.30342 -1.61894 4.44981 -1.2 1.3 0.8 0.09
H 3.92784 -1.95497 8.68612 0.4 0.2 0.2 0.07
C -7.19212 -0.12842 0.11546 -2.7 -0.9 -0.1 -0.35
C -2.59993 0.05853 -6.89028 -0.5 -1.1 -1.0 -0.09
H -4.63390 -1.54171 3.90653 0.7 0.8 0.1 0.08
C 6.04325 -0.46466 3.99665 -0.4 1.0 1.4 -0.09
C 0.77645 -0.54867 0.52985 -0.5 0.5 -0.5 -0.22
C -1.01895 -1.03046 5.70329 -0.4 0.2 -0.4 -0.30
H 6.45959 5.02548 -5.69416 -0.2 -0.6 -0.4 0.08
H 0.44774 6.15551 -3.14132 -0.1 0.0 -0.7 0.07
H 7.02037 -0.54942 4.51500 -0.4 -0.1 -0.4 0.09
H -0.65171 -5.24534 2.84103 0.2 0.6 0.2 0.08
H 1.45571 0.27806 -6.01228 0.3 0.3 -0.2 0.08
C -4.53721 4.14455 2.90857 1.6 1.8 -0.1 -0.29
H -8.44086 0.03883 1.91805 -0.3 -0.5 -1.3 0.10
H 0.21434 2.24053 4.83782 -0.4 0.5 0.1 0.04
O -2.25120 2.32635 -6.06969 0.2 -0.1 0.2 -0.07
O 3.45795 -1.90837 -2.52577 0.2 -1.0 -1.1 -0.10
O -5.87474 -2.71865 2.82371 0.1 -0.9 0.1 -0.10
C 0.98315 0.83650 -5.20214 -1.0 0.2 -1.6 -0.06
```
Positions in Å, forces in eV/Å.

Properties
LUMO: 0.449 eV
HOMO-LUMO gap: 9.764 eV
Charge: 0
Energy above the lowest of the compared OMol25 structures with the same formula, charge and spin: 59.8 kcal/mol
Energy: -3720.68808 hartree
HOMO: -9.31 eV